# 1
A 2-piece molecular cluster, C4H10N2 overall, computed with wB97M-V/def2-TZVPD.

Summary:
- structure (SMILES) = C/N=C\N.C=C
- total charge = 0
- highest occupied orbital energy (eV) = -9.2

Positions of all 16 atoms, in Å:
C  -2.4310  -1.5089  -0.7995
C  -1.5920  -1.5097  -1.8200
H  -3.1219  -0.6846  -0.6711
H  -2.4585  -2.3124  -0.0777
H  -1.6158  -0.7137  -2.5529
H  -0.8518  -2.2902  -1.9369
C  2.0374  1.4035  -0.1908
N  0.4524  -0.1122  1.4935
C  0.8991  1.1611  1.8030
N  1.6401  1.9190  1.1140
H  2.7109  2.1201  -0.6557
H  1.1711  1.2717  -0.8495
H  2.5608  0.4474  -0.1063
H  -0.4072  -0.3679  1.9541
H  0.4165  -0.3316  0.5077
H  0.5896  1.5083  2.7881

# 2
A 2-piece molecular cluster, CH5N2O overall at a distorted geometry, computed with wB97M-V/def2-TZVPD.

Summary:
- total charge = +1
- highest occupied orbital energy (alpha / beta) (eV) = -15.5 / -15.0

Positions of all 9 atoms, in Å:
C  0.9885  -0.4436  0.5656
N  1.9026  0.5483  0.2375
N  -0.4012  -0.4128  -0.0008
O  1.9618  -0.6793  -0.3642
H  1.0358  -0.9475  1.5309
H  1.1707  2.2015  -1.0991
H  -1.0714  -0.0229  0.6765
H  -0.6977  -1.3756  -0.2408
H  -0.4210  0.1637  -0.8630

# 3
C49H60FeN6O4Se as an isolated structure, computed with wB97M-V/def2-TZVPD.

Summary:
- spin multiplicity = 2
- total charge = +1
- highest occupied orbital energy (alpha / beta) (eV) = -9.3 / -9.3

Positions of all 121 atoms, in Å:
Fe  0.5802  -0.0368  -0.1322
C  -4.9913  3.9415  1.3640
C  -3.7858  4.7372  0.8443
C  -4.2922  5.7913  -0.1412
C  -3.1138  5.4616  2.0220
C  -2.7568  3.7932  0.2140
C  -2.3003  2.7151  0.9203
C  -1.2868  1.8924  0.3816
N  -0.7500  0.7676  0.9224
C  -0.8582  0.2465  2.1479
C  -1.3363  0.8593  3.3359
C  -1.3090  0.1715  4.5074
C  -0.9086  -1.2070  4.4797
C  -0.3871  -1.8518  3.3947
C  -0.2207  -1.0639  2.2048
O  0.4376  -1.4389  1.1871
C  0.0492  -3.3140  3.4206
C  1.5755  -3.3970  3.2485
C  -0.6438  -4.0624  2.2704
C  -0.3307  -3.9951  4.7341
C  -1.6153  0.8912  5.8232
C  -1.6460  -0.0643  7.0178
C  -2.9676  1.6105  5.7473
C  -0.5004  1.9244  6.0622
C  -0.7005  2.1862  -0.9049
O  0.2939  1.4723  -1.2880
C  -1.2509  3.2519  -1.6805
C  -2.2327  4.0109  -1.0891
C  -0.7560  3.5009  -3.1039
C  0.7347  3.8749  -3.0758
C  -1.5233  4.6305  -3.7889
C  -0.9464  2.2215  -3.9363
H  -5.7521  4.6244  1.7458
H  -4.7156  3.2703  2.1785
H  -5.4354  3.3445  0.5657
H  -5.0129  6.4366  0.3624
H  -4.7934  5.3364  -0.9980
H  -3.4837  6.4278  -0.5054
H  -3.8240  6.1345  2.5073
H  -2.2639  6.0543  1.6767
H  -2.7532  4.7520  2.7691
H  -2.7397  2.4654  1.8735
H  -1.6507  1.8912  3.3194
H  -1.0138  -1.7743  5.3918
H  1.8794  -3.0276  2.2709
H  1.9021  -4.4339  3.3512
H  2.0806  -2.8004  4.0107
H  -0.3708  -3.6375  1.3054
H  -1.7295  -4.0122  2.3792
H  -0.3482  -5.1133  2.2818
H  0.1859  -3.5507  5.5869
H  -0.0428  -5.0458  4.6862
H  -1.4071  -3.9516  4.9130
H  -2.4284  -0.8186  6.9101
H  -1.8547  0.5023  7.9259
H  -0.6886  -0.5685  7.1587
H  -3.7783  0.8974  5.5880
H  -2.9950  2.3460  4.9419
H  -3.1583  2.1398  6.6825
H  0.4764  1.4381  6.0922
H  -0.6592  2.4373  7.0129
H  -0.4786  2.6728  5.2685
H  -2.6527  4.8204  -1.6661
H  0.8892  4.7856  -2.4908
H  1.0913  4.0611  -4.0914
H  1.3292  3.0722  -2.6423
H  -1.4152  5.5790  -3.2589
H  -2.5865  4.3981  -3.8769
H  -1.1293  4.7695  -4.7965
H  -0.3787  1.3926  -3.5151
H  -0.6026  2.3914  -4.9589
H  -2.0017  1.9419  -3.9744
C  5.3352  -8.2225  -2.7037
O  4.9767  -8.0591  -4.0712
C  3.8683  -7.3662  -4.3644
C  3.6126  -7.1678  -5.7298
C  2.5366  -6.4233  -6.1317
C  1.6922  -5.8221  -5.1758
C  1.8917  -6.1162  -3.8112
C  2.9718  -6.8687  -3.4078
N  0.7000  -5.0064  -5.6394
N  0.0424  -4.1881  -4.9258
C  0.5396  -3.2323  -4.1708
C  1.9298  -2.8401  -4.1736
C  2.4452  -2.0214  -3.2329
C  1.5921  -1.4768  -2.2035
O  1.9984  -0.7716  -1.2648
C  0.1559  -1.7307  -2.2946
N  -0.5835  -1.0889  -1.3710
C  -1.8938  -1.2355  -1.4006
C  -2.5269  -2.0436  -2.3517
C  -1.7755  -2.7156  -3.2850
C  -0.3836  -2.5582  -3.2676
H  6.2949  -8.7286  -2.7077
H  4.6045  -8.8365  -2.1748
H  5.4331  -7.2544  -2.2089
H  4.2859  -7.6131  -6.4493
H  2.3303  -6.2572  -7.1803
H  1.1805  -5.7604  -3.0773
H  3.1072  -7.0825  -2.3580
H  2.5662  -3.2205  -4.9617
H  3.4952  -1.7629  -3.2311
H  -2.4575  -0.6848  -0.6580
H  -3.6041  -2.1298  -2.3412
H  -2.2323  -3.3568  -4.0264
C  1.1565  4.2169  0.6839
N  2.3348  3.7062  -0.0011
C  3.0985  4.4367  -0.8856
C  4.0923  3.6306  -1.3090
N  3.9225  2.4167  -0.6782
C  4.8025  1.2645  -0.8163
C  2.8427  2.4654  0.1222
Se  2.2386  1.0935  1.2428
H  1.3901  5.1835  1.1262
H  0.8821  3.5124  1.4645
H  0.3275  4.3208  -0.0166
H  2.8759  5.4589  -1.1322
H  4.9001  3.8183  -1.9924
H  5.4516  1.4328  -1.6718
H  4.2021  0.3715  -0.9603
H  5.4028  1.1448  0.0840

# 4
One molecule with the formula C3H6O4 at a distorted geometry, computed with wB97M-V/def2-TZVPD.

Summary:
- structure (SMILES) = O=C(O)CCOO
- total charge = 0
- highest occupied orbital energy (eV) = -9.9

Positions of all 13 atoms, in Å:
C  -0.8533  0.2006  -0.6746
C  1.0074  -0.7849  0.6373
C  -0.5138  -0.6960  0.4901
O  1.0473  1.4701  0.0992
O  1.5728  0.4695  0.9541
O  -1.9345  0.9423  -0.4540
O  -0.2159  0.2776  -1.7319
H  -2.1240  1.4907  -1.2319
H  1.1631  1.1923  -0.9341
H  1.3023  -1.4309  1.4650
H  1.4302  -1.1588  -0.3058
H  -0.9583  -0.2851  1.3958
H  -0.9234  -1.6874  0.2907

# 5
One molecule with the formula C2H4N2S3 at a distorted geometry, computed with wB97M-V/def2-TZVPD.

Summary:
- structure (SMILES) = NC(=S)SNC=S
- total charge = 0
- highest occupied orbital energy (eV) = -8.9

Positions of all 11 atoms, in Å:
C  1.5915  -0.5472  0.0066
C  -1.7359  0.8758  0.3724
H  1.3094  -1.0274  -1.9289
H  -0.0201  -0.2326  -1.7166
H  -1.0407  -0.4406  1.7825
H  -2.6993  0.3240  0.5395
N  0.7472  -0.7915  -1.1427
N  -0.7254  0.2466  1.1376
S  3.1212  -1.1864  0.2149
S  0.9679  0.5258  1.4162
S  -1.5157  2.2535  -0.6815

# 6
A 2-piece molecular cluster, C3H4N2O2 overall at a distorted geometry, computed with wB97M-V/def2-TZVPD.

Summary:
- structure (SMILES) = O=C1N=CC=N1.O
- total charge = 0
- highest occupied orbital energy (eV) = -10.6

Positions of all 11 atoms, in Å:
C  1.3315  -1.0605  -0.0799
C  1.2949  0.4373  -0.2644
C  0.0154  -0.1716  1.4175
N  0.5151  -1.4183  0.8158
N  0.4245  0.9491  0.4899
O  -0.7339  0.0224  2.2897
O  -1.9812  0.4164  -1.0930
H  1.9684  -1.6499  -0.7922
H  1.8189  1.0420  -0.9739
H  -2.8443  0.5457  -1.4868
H  -1.8093  0.8875  -0.3228

# 7
An isolated ion of composition C7H17FN2O2PS and charge +1, computed with wB97M-V/def2-TZVPD.

Summary:
- structure (SMILES) = CC(C)C[N@+](CON=O)([PH2]=S)[C@H](C)F
- total charge = +1
- highest occupied orbital energy (eV) = -13.4

Positions of all 31 atoms, in Å:
C  -2.0215  -2.1633  -0.6789
C  -0.9857  -1.0639  -0.9786
C  -1.5688  -0.1164  -2.0325
C  -0.6672  -0.4323  0.3785
N  0.5743  0.4710  0.5329
C  0.2305  1.9375  0.6824
O  -0.7925  2.2344  -0.2009
N  -0.9899  3.7813  -0.2568
O  -0.8676  4.1381  -1.3274
P  1.8620  0.3168  -0.8035
S  1.7045  1.4226  -2.3303
C  1.2648  0.0842  1.8537
C  1.9435  -1.2667  1.8322
F  0.3109  0.1450  2.8167
H  -1.7011  -2.8171  0.1352
H  -2.9844  -1.7254  -0.4121
H  -2.1518  -2.7883  -1.5620
H  -0.1262  -1.5996  -1.3945
H  -1.0886  0.8563  -2.0644
H  -2.6433  -0.0049  -1.8779
H  -1.4428  -0.5680  -3.0180
H  -0.5612  -1.2165  1.1204
H  -1.5182  0.1723  0.6867
H  1.1407  2.5127  0.4674
H  -0.0621  2.1080  1.7219
H  2.9485  0.6012  0.0331
H  1.8724  -1.0672  -0.9707
H  1.9922  0.8784  2.0369
H  1.8940  -1.6564  2.8496
H  2.9952  -1.1809  1.5649
H  1.4393  -1.9930  1.1962

# 8
C39H40F6OP2W as an isolated structure at a distorted geometry, computed with wB97M-V/def2-TZVPD.

Summary:
- spin multiplicity = 3
- total charge = +2
- highest occupied orbital energy (alpha / beta) (eV) = -12.9 / -13.7

Positions of all 89 atoms, in Å:
W  0.0582  0.0982  3.4454
C  -1.8544  -0.1731  4.8117
C  -2.1387  -0.3302  3.4186
C  -2.7533  0.7802  2.5942
C  -1.7657  1.7078  1.8433
C  -0.4812  2.0053  2.5496
C  -0.3996  2.1819  3.9959
C  -1.6329  2.3693  4.8288
C  -2.1608  1.0946  5.5091
C  2.0779  0.7227  3.8334
H  -1.9581  -1.0604  5.4228
H  -2.3284  -1.3551  3.0923
H  -3.4606  1.3753  3.1936
H  -3.3952  0.2972  1.8285
H  -1.5638  1.2877  0.8446
H  -2.3098  2.6512  1.6364
H  0.3269  2.4289  1.9375
H  0.4961  2.6767  4.3996
H  -2.4412  2.8531  4.2515
H  -1.3922  3.0854  5.6391
H  -1.7619  1.0414  6.5207
H  -3.2586  1.1730  5.6458
H  2.5975  0.1042  4.5773
H  2.3105  1.7875  3.9632
H  2.3563  0.4058  2.8025
P  -0.3257  -1.5570  -3.5088
P  1.3358  0.5291  -3.8242
C  -1.2071  -0.1025  -4.1324
C  -0.3313  0.8967  -4.4289
C  -0.7826  -2.8299  -4.7487
C  -1.9206  -2.6970  -5.5531
C  -2.2594  -3.6987  -6.4645
C  -1.4456  -4.8295  -6.5953
C  -0.2805  -4.9489  -5.8252
C  0.0610  -3.9511  -4.9118
C  -1.2515  -1.9934  -2.0104
C  -0.9496  -1.2082  -0.8856
C  -1.6170  -1.4447  0.2935
C  -2.6317  -2.4033  0.3790
C  -2.9205  -3.1902  -0.7430
C  -2.2136  -3.0106  -1.9300
C  2.2766  1.0090  -5.3784
C  2.1543  0.1821  -6.5143
C  2.6965  0.5811  -7.7405
C  3.3891  1.7961  -7.8370
C  3.5608  2.5943  -6.7050
C  3.0219  2.1937  -5.4759
C  1.6441  1.9627  -2.7367
C  2.8767  2.0313  -2.0580
C  3.2131  3.1853  -1.3519
C  2.3114  4.2564  -1.2920
C  1.0563  4.1531  -1.8985
C  0.7113  2.9944  -2.5970
H  -2.2944  -0.0906  -4.2487
H  -0.5279  1.8211  -4.9803
H  -2.5480  -1.8064  -5.4739
H  -3.1616  -3.5914  -7.0704
H  -1.7184  -5.6157  -7.2997
H  0.3610  -5.8241  -5.9364
H  0.9722  -4.0270  -4.3138
H  -0.1912  -0.4181  -0.9531
H  -1.3202  -0.8815  1.1856
H  -3.1799  -2.5303  1.3114
H  -3.7024  -3.9505  -0.6815
H  -2.4101  -3.6457  -2.7956
H  1.6164  -0.7656  -6.4362
H  2.5765  -0.0491  -8.6219
H  3.7967  2.1155  -8.7971
H  4.1110  3.5369  -6.7685
H  3.1714  2.8196  -4.5961
H  3.5691  1.1877  -2.1123
H  4.1828  3.2539  -0.8570
H  2.5855  5.1732  -0.7637
H  0.3403  4.9724  -1.8402
H  -0.2728  2.9094  -3.0576
C  2.0682  -0.3390  6.9922
C  0.6719  -0.8065  6.6196
O  0.2080  -0.3460  5.4268
C  0.6003  -2.3858  6.5472
F  0.9599  -3.0100  7.7023
F  -0.6363  -2.8296  6.1985
F  1.4587  -2.8086  5.5739
C  -0.2432  -0.3888  7.8639
F  0.2503  -0.8290  9.0567
F  -0.2759  0.9782  7.9508
F  -1.5252  -0.8294  7.7803
H  2.8079  -0.8523  6.3723
H  2.2248  -0.6018  8.0416
H  2.1354  0.7463  6.8700

# 9
C11H10ClNPdS as an isolated structure at a distorted geometry, computed with wB97M-V/def2-TZVPD.

Summary:
- spin multiplicity = 5
- total charge = 0
- highest occupied orbital energy (alpha / beta) (eV) = -6.2 / -8.0

Positions of all 25 atoms, in Å:
C  0.8991  -1.2314  1.1750
C  0.9755  -1.7612  -0.1368
C  -0.3626  -2.0577  -0.5838
H  1.8608  -1.8322  -0.7557
C  -1.2638  -1.6635  0.4389
C  -0.4956  -1.1796  1.5493
H  -0.9420  -0.8993  2.5072
H  1.7353  -0.7912  1.7117
H  -0.6181  -2.4315  -1.5316
H  -2.3365  -1.5654  0.3263
Pd  -0.1793  0.0146  -0.1303
Cl  1.2324  2.2018  1.9654
C  0.1239  2.1314  -1.2495
C  -1.1165  1.5224  -1.6488
C  -0.8025  0.2894  -2.3067
H  -2.1077  1.9590  -1.5094
C  0.6240  0.1390  -2.3083
C  1.1963  1.2783  -1.6648
H  2.2595  1.5101  -1.5790
H  0.2263  3.1051  -0.7715
H  -1.5290  -0.3907  -2.7503
H  1.1898  -0.6735  -2.7667
S  -0.5904  1.5582  2.7446
C  -0.0297  0.7510  4.1766
N  0.0508  0.0170  5.0982

# 10
An isolated ion of composition C8H12N7 and charge +1 at a distorted geometry, computed with wB97M-V/def2-TZVPD.

Summary:
- total charge = +1
- highest occupied orbital energy (alpha / beta) (eV) = -10.3 / -11.6

Positions of all 27 atoms, in Å:
C  -4.3762  -2.2709  1.8790
C  4.0634  2.4946  -1.8929
C  -3.1261  -2.2137  1.3441
C  3.0874  2.9657  -1.0725
C  -0.3481  -1.3761  0.9269
C  0.8559  -0.4661  0.6488
C  -1.1392  -0.9949  2.1163
C  1.1593  1.9688  0.0235
N  -4.4145  -1.4092  2.9660
N  3.9870  1.1856  -2.0004
N  -3.2633  -0.8716  3.1564
N  2.8867  0.7835  -1.2610
N  -2.3856  -1.3501  2.2402
N  2.2790  1.8696  -0.7159
N  0.3935  0.9349  0.4059
H  -5.0739  -2.8371  1.3503
H  4.8185  2.9846  -2.4465
H  -2.7041  -2.6649  0.4704
H  2.8682  3.9675  -0.6125
H  -1.0548  -1.5473  0.1056
H  0.2344  -2.3341  1.2159
H  1.6284  -0.3818  1.4560
H  1.4532  -0.8076  -0.1573
H  -0.8074  -0.3889  2.9154
H  0.8967  2.9516  0.4532
H  2.7463  -0.1750  -1.4577
H  -0.4187  1.2724  1.0164